{
  "formula": "C51H41Br4ILaN9O8",
  "method": "ωB97M-V/def2-TZVPD",
  "symbols": ["La", "O", "C", "C", "C", "C", "C", "C", "C", "O", "N", "N", "C", "C", "Br", "C", "C", "C", "C", "C", "C", "C", "H", "H", "H", "H", "H", "H", "H", "H", "H", "H", "H", "H", "H", "H", "Br", "C", "C", "C", "C", "C", "C", "N", "N", "C", "C", "C", "C", "O", "C", "N", "C", "C", "C", "C", "H", "H", "H", "H", "H", "H", "H", "H", "H", "O", "C", "C", "C", "N", "C", "Br", "C", "H", "H", "H", "H", "N", "C", "O", "C", "I", "H", "H", "H", "H", "Br", "C", "C", "C", "C", "C", "C", "C", "O", "O", "H", "H", "H", "H", "N", "C", "O", "C", "C", "C", "C", "N", "C", "H", "H", "H", "H", "H", "H"],
  "positions_angstrom": [[-0.141, -0.805, 0.421], [4.029, -2.636, -0.093], [4.804, -1.724, 0.525], [6.126, -2.037, 0.831], [6.922, -1.123, 1.486], [6.410, 0.113, 1.846], [5.101, 0.431, 1.540], [4.284, -0.473, 0.877], [2.833, -0.107, 0.589], [2.041, -1.126, 0.166], [2.825, 0.940, -0.466], [1.677, 1.173, -1.063], [1.529, 2.232, -1.775], [0.339, 2.550, -2.496], [-1.253, 1.583, -1.991], [0.215, 3.509, -3.432], [1.329, 4.244, -4.018], [2.506, 3.611, -4.418], [3.540, 4.337, -4.982], [3.417, 5.707, -5.151], [2.243, 6.342, -4.782], [1.206, 5.616, -4.231], [3.121, -2.185, -0.086], [6.508, -3.001, 0.538], [7.941, -1.378, 1.731], [7.029, 0.827, 2.365], [4.697, 1.393, 1.827], [2.428, 0.378, 1.514], [3.494, 1.706, -0.368], [2.333, 2.971, -1.853], [-0.771, 3.772, -3.785], [2.599, 2.541, -4.303], [4.448, 3.836, -5.288], [4.231, 6.279, -5.571], [2.137, 7.406, -4.921], [0.298, 6.113, -3.931], [-6.989, 0.450, -3.775], [-6.604, 1.680, -2.379], [-7.586, 2.000, -1.457], [-7.284, 2.859, -0.423], [-5.992, 3.381, -0.275], [-5.037, 3.090, -1.260], [-5.341, 2.243, -2.302], [-5.776, 4.299, 0.734], [-4.769, 4.423, 1.447], [-3.720, 3.544, 1.505], [-2.467, 4.128, 1.703], [-1.298, 3.423, 1.535], [-1.297, 2.069, 1.150], [-0.226, 1.447, 0.836], [-2.594, 1.411, 1.063], [-2.604, 0.099, 0.739], [-3.760, -0.534, 0.709], [-4.966, 0.049, 1.099], [-4.978, 1.382, 1.421], [-3.791, 2.130, 1.313], [-8.578, 1.585, -1.552], [-8.037, 3.119, 0.305], [-4.057, 3.541, -1.207], [-4.591, 2.017, -3.044], [-2.439, 5.190, 1.895], [-0.343, 3.912, 1.651], [-3.746, -1.573, 0.406], [-5.860, -0.552, 1.157], [-5.882, 1.855, 1.773], [-0.755, -0.246, -6.706], [-0.395, -0.545, -5.453], [0.887, -0.327, -4.943], [1.139, -0.645, -3.621], [0.221, -1.132, -2.796], [-0.981, -1.345, -3.299], [-2.263, -1.968, -2.036], [-1.358, -1.095, -4.603], [-0.037, 0.180, -7.192], [1.660, 0.091, -5.570], [2.112, -0.484, -3.182], [-2.359, -1.272, -4.961], [1.854, -4.319, 0.371], [1.245, -3.727, -0.646], [0.160, -3.142, -0.547], [1.868, -3.783, -2.022], [3.584, -5.028, -2.255], [1.558, -4.023, 1.300], [2.827, -4.571, 0.256], [2.181, -2.769, -2.256], [1.129, -4.098, -2.757], [-0.290, 0.159, 5.365], [1.447, -0.604, 5.345], [2.252, -0.393, 6.452], [3.537, -0.909, 6.465], [3.994, -1.667, 5.398], [3.165, -1.901, 4.313], [1.884, -1.358, 4.262], [1.043, -1.530, 3.025], [0.363, -0.535, 2.665], [1.064, -2.608, 2.403], [1.871, 0.179, 7.286], [4.173, -0.716, 7.316], [4.998, -2.067, 5.402], [3.504, -2.491, 3.474], [-1.715, -6.608, 1.400], [-1.777, -6.133, 2.665], [-1.746, -6.866, 3.631], [-1.893, -4.647, 2.816], [-2.153, -4.142, 4.090], [-2.300, -2.778, 4.252], [-2.138, -1.956, 3.148], [-1.815, -2.418, 1.942], [-1.721, -3.734, 1.780], [-1.607, -7.600, 1.263], [-1.775, -6.011, 0.597], [-2.252, -4.829, 4.917], [-2.521, -2.344, 5.213], [-2.253, -0.883, 3.242], [-1.473, -4.045, 0.772]],
  "total_charge": 0,
  "e_tot_ev": -372478.562,
  "lumo_energy_ev": [-0.21, -0.21],
  "homo_lumo_gap_ha": [0.2529, 0.2530]
}

***

{
  "formula": "C51H41N3O4",
  "method": "ωB97M-V/def2-TZVPD",
  "symbols": ["C", "C", "C", "O", "C", "O", "C", "C", "C", "C", "C", "C", "C", "N", "C", "C", "C", "O", "O", "H", "H", "H", "H", "H", "H", "H", "H", "H", "H", "H", "H", "C", "C", "C", "C", "N", "C", "C", "C", "C", "C", "C", "C", "C", "C", "C", "C", "C", "C", "C", "C", "N", "C", "C", "C", "C", "C", "C", "C", "C", "C", "C", "C", "C", "C", "C", "C", "C", "C", "C", "H", "H", "H", "H", "H", "H", "H", "H", "H", "H", "H", "H", "H", "H", "H", "H", "H", "H", "H", "H", "H", "H", "H", "H", "H", "H", "H", "H", "H"],
  "positions_angstrom": [[-5.495, -2.297, -0.390], [-4.837, -1.330, -1.373], [-5.800, -0.259, -1.883], [-3.764, -0.581, -0.742], [-2.700, -1.362, -0.344], [-2.206, -1.182, 0.755], [-2.267, -2.383, -1.245], [-1.440, -3.480, -0.758], [-2.122, -4.390, 0.287], [-2.737, -5.584, -0.094], [-3.258, -6.436, 0.878], [-3.100, -6.147, 2.236], [-3.547, -7.079, 3.240], [-3.907, -7.840, 4.054], [-2.505, -4.942, 2.608], [-2.021, -4.069, 1.638], [-3.190, -2.776, -2.314], [-3.016, -3.812, -2.946], [-4.309, -2.006, -2.529], [-4.822, -3.079, -0.017], [-5.866, -1.731, 0.472], [-6.354, -2.790, -0.858], [-5.250, 0.378, -2.581], [-6.656, -0.703, -2.394], [-6.141, 0.344, -1.041], [-1.217, -4.101, -1.632], [-0.527, -3.078, -0.317], [-2.786, -5.855, -1.151], [-3.770, -7.349, 0.584], [-2.400, -4.688, 3.659], [-1.541, -3.137, 1.934], [4.406, 1.226, 7.286], [3.710, 0.026, 7.490], [2.534, -0.219, 6.782], [2.073, 0.725, 5.856], [0.864, 0.445, 5.158], [-0.284, 1.167, 5.606], [-0.438, 2.519, 5.321], [-1.609, 3.175, 5.715], [-2.597, 2.476, 6.419], [-2.426, 1.115, 6.716], [-1.265, 0.460, 6.310], [0.933, 0.176, 3.771], [0.793, -1.150, 3.336], [0.710, -1.436, 1.992], [0.717, -0.401, 0.995], [0.714, -0.789, -0.379], [1.059, -0.038, -1.540], [1.504, -0.749, -2.708], [1.993, -0.090, -3.817], [1.995, 1.314, -3.864], [2.280, 1.957, -5.071], [1.572, 3.157, -5.365], [2.036, 4.379, -4.884], [1.243, 5.521, -5.039], [0.034, 5.442, -5.740], [-0.412, 4.212, -6.245], [0.353, 3.063, -6.048], [3.487, 1.711, -5.782], [3.485, 1.001, -6.991], [4.677, 0.845, -7.710], [5.860, 1.433, -7.241], [5.855, 2.161, -6.043], [4.669, 2.299, -5.319], [1.579, 2.034, -2.733], [1.125, 1.385, -1.600], [0.876, 0.930, 1.486], [1.026, 1.196, 2.834], [2.758, 1.918, 5.650], [3.932, 2.171, 6.367], [5.321, 1.426, 7.846], [4.081, -0.725, 8.190], [1.952, -1.134, 6.903], [0.352, 3.047, 4.786], [-1.738, 4.229, 5.464], [-3.508, 2.990, 6.730], [-3.193, 0.559, 7.257], [-1.078, -0.597, 6.513], [0.743, -1.934, 4.092], [0.691, -2.480, 1.669], [0.696, -1.867, -0.540], [1.522, -1.840, -2.685], [2.336, -0.631, -4.698], [2.987, 4.408, -4.349], [1.574, 6.462, -4.598], [-0.568, 6.341, -5.886], [-1.362, 4.135, -6.778], [0.032, 2.079, -6.400], [2.549, 0.570, -7.349], [4.682, 0.263, -8.636], [6.787, 1.328, -7.810], [6.770, 2.622, -5.664], [4.634, 2.875, -4.392], [1.624, 3.121, -2.738], [0.860, 1.992, -0.740], [0.941, 1.778, 0.819], [1.206, 2.215, 3.169], [2.368, 2.636, 4.927], [4.473, 3.103, 6.191]],
  "total_charge": 0,
  "e_tot_ev": -66209.833,
  "lumo_energy_ev": -2.75,
  "homo_lumo_gap_ha": 0.1372
}

***

{
  "formula": "C51H43ClF6N5O7P2S3Ti",
  "method": "ωB97M-V/def2-TZVPD",
  "symbols": ["Ti", "C", "C", "N", "N", "C", "N", "S", "C", "C", "C", "C", "C", "N", "H", "H", "H", "H", "H", "H", "H", "H", "H", "C", "C", "C", "C", "C", "C", "C", "C", "P", "C", "C", "C", "C", "C", "C", "C", "C", "C", "C", "C", "C", "C", "O", "C", "C", "C", "C", "C", "C", "P", "C", "C", "C", "C", "C", "C", "C", "C", "C", "C", "C", "C", "H", "H", "H", "H", "H", "H", "H", "H", "H", "H", "H", "H", "H", "H", "H", "H", "H", "H", "H", "H", "H", "H", "H", "H", "H", "H", "H", "H", "H", "H", "H", "H", "Cl", "C", "C", "O", "O", "H", "H", "F", "C", "F", "F", "S", "O", "O", "N", "S", "O", "O", "C", "F", "F", "F"],
  "positions_angstrom": [[1.190, 0.331, 0.374], [2.845, -3.103, 2.766], [2.047, -2.251, 1.820], [2.547, -1.172, 1.239], [3.898, -1.079, 1.469], [4.370, -0.054, 0.751], [5.696, 0.068, 0.809], [3.381, 1.036, -0.163], [0.693, -2.506, 1.551], [0.026, -3.600, 2.064], [-1.287, -3.817, 1.729], [-1.783, -3.125, 0.639], [-1.076, -2.082, 0.119], [0.086, -1.645, 0.690], [3.804, -3.274, 2.381], [2.499, -4.085, 2.940], [2.879, -2.599, 3.777], [6.213, -0.421, 1.555], [6.162, 0.845, 0.396], [0.528, -4.251, 2.786], [-1.969, -4.572, 2.175], [-2.716, -3.424, 0.249], [-1.515, -1.441, -0.641], [-3.237, 1.315, -5.053], [-3.508, 0.178, -3.970], [-4.813, -0.680, -4.373], [-3.685, 0.827, -2.597], [-4.810, 1.565, -2.285], [-5.013, 2.089, -1.043], [-4.044, 1.913, -0.063], [-2.850, 1.216, -0.345], [-1.564, 0.952, 0.948], [-1.748, 2.515, 1.998], [-1.618, 3.733, 1.434], [-1.671, 4.881, 2.161], [-1.841, 4.850, 3.547], [-2.080, 3.642, 4.116], [-1.977, 2.490, 3.379], [-2.447, -0.262, 2.008], [-1.650, -0.717, 3.046], [-2.250, -1.612, 3.975], [-3.549, -2.055, 3.803], [-4.313, -1.548, 2.760], [-3.813, -0.569, 1.917], [-2.701, 0.706, -1.609], [-1.508, 0.072, -1.819], [-1.350, -0.630, -2.993], [-0.122, -1.256, -3.159], [0.192, -1.914, -4.325], [-0.761, -1.987, -5.353], [-1.949, -1.331, -5.161], [-2.284, -0.665, -3.996], [1.284, -0.946, -1.999], [2.504, -0.233, -3.160], [3.353, -1.019, -3.883], [4.197, -0.409, -4.719], [4.219, 0.976, -4.956], [3.307, 1.755, -4.339], [2.506, 1.126, -3.334], [1.847, -2.663, -1.672], [3.127, -2.895, -1.159], [3.697, -4.139, -1.170], [3.005, -5.241, -1.680], [1.718, -5.067, -2.094], [1.160, -3.818, -2.138], [-4.012, 2.113, -4.922], [-3.314, 0.903, -6.135], [-2.278, 1.846, -5.038], [-5.666, -0.035, -4.606], [-5.034, -1.404, -3.571], [-4.723, -1.290, -5.288], [-5.569, 1.756, -3.007], [-5.964, 2.545, -0.803], [-4.131, 2.392, 0.859], [-1.561, 3.753, 0.343], [-1.496, 5.849, 1.698], [-1.934, 5.732, 4.164], [-2.391, 3.550, 5.191], [-1.984, 1.518, 3.951], [-0.530, -0.445, 3.018], [-1.655, -1.928, 4.794], [-3.935, -2.771, 4.580], [-5.367, -1.882, 2.656], [-4.414, -0.106, 1.106], [1.082, -2.442, -4.517], [-0.609, -2.525, -6.295], [-2.689, -1.278, -5.950], [3.377, -2.142, -3.761], [4.912, -0.974, -5.374], [4.808, 1.423, -5.718], [3.363, 2.827, -4.472], [1.749, 1.761, -2.883], [3.781, -2.136, -0.702], [4.691, -4.344, -0.839], [3.422, -6.203, -1.704], [1.056, -5.863, -2.325], [0.086, -3.720, -2.335], [2.565, 4.840, -1.691], [1.083, 4.454, -0.701], [0.665, 3.124, -1.267], [0.138, 3.013, -2.378], [0.898, 2.088, -0.436], [0.323, 5.171, -0.893], [1.412, 4.483, 0.336], [3.167, 3.424, 2.047], [2.282, 3.274, 3.038], [1.156, 3.927, 2.747], [2.734, 3.796, 4.185], [1.894, 1.465, 3.388], [1.097, 1.066, 2.146], [3.167, 0.830, 3.460], [0.908, 1.550, 4.555], [1.008, 0.687, 5.947], [1.764, -0.564, 5.734], [-0.302, 0.646, 6.528], [2.188, 1.675, 7.053], [1.988, 1.174, 8.307], [3.420, 1.515, 6.617], [1.891, 2.960, 7.040]],
  "total_charge": 1,
  "e_tot_ev": -178389.545,
  "lumo_energy_ev": -4.26,
  "homo_lumo_gap_ha": 0.2437
}

***

{
  "formula": "C51H43F3IN2O6PSSbTi",
  "method": "ωB97M-V/def2-TZVPD",
  "symbols": ["Ti", "O", "C", "C", "C", "C", "C", "C", "C", "O", "N", "O", "O", "H", "H", "H", "H", "I", "C", "C", "C", "C", "C", "C", "C", "C", "C", "P", "C", "C", "C", "C", "C", "C", "C", "C", "C", "C", "C", "C", "C", "H", "H", "H", "H", "H", "H", "H", "H", "H", "H", "H", "H", "H", "H", "H", "H", "C", "C", "N", "O", "H", "H", "H", "H", "H", "F", "C", "C", "C", "C", "C", "C", "Sb", "C", "C", "C", "C", "F", "C", "C", "C", "C", "C", "C", "F", "C", "C", "H", "H", "H", "H", "H", "H", "H", "H", "H", "H", "H", "H", "C", "S", "C", "O", "H", "H", "H", "H", "H", "H"],
  "positions_angstrom": [[1.737, -0.763, 0.379], [1.913, -2.759, 0.221], [1.891, -3.536, -0.760], [1.557, -3.170, -2.084], [1.681, -4.100, -3.133], [1.312, -3.720, -4.388], [0.799, -2.439, -4.655], [0.645, -1.531, -3.642], [1.028, -1.875, -2.328], [0.849, -1.038, -1.352], [1.451, -4.677, -5.491], [1.908, -5.768, -5.229], [1.102, -4.311, -6.591], [2.153, -4.583, -0.560], [2.069, -5.094, -2.955], [0.531, -2.194, -5.673], [0.246, -0.543, -3.823], [4.131, -1.097, 1.849], [3.101, 0.171, -0.902], [3.976, -0.742, -1.437], [5.141, -0.349, -2.124], [5.445, 0.975, -2.226], [4.536, 1.952, -1.759], [4.825, 3.330, -1.906], [3.910, 4.281, -1.565], [2.627, 3.887, -1.142], [2.317, 2.562, -0.948], [0.589, 1.988, -0.825], [0.106, 1.965, -2.590], [0.984, 2.320, -3.614], [0.585, 2.250, -4.942], [-0.702, 1.844, -5.262], [-1.582, 1.484, -4.250], [-1.174, 1.520, -2.924], [-0.248, 3.485, -0.167], [0.236, 4.065, 1.008], [-0.366, 5.186, 1.555], [-1.480, 5.745, 0.945], [-1.984, 5.167, -0.211], [-1.375, 4.048, -0.764], [3.300, 1.555, -1.171], [3.858, -1.804, -1.252], [5.811, -1.106, -2.509], [6.370, 1.302, -2.683], [5.789, 3.609, -2.312], [4.137, 5.332, -1.681], [1.863, 4.643, -1.018], [1.987, 2.653, -3.381], [1.279, 2.524, -5.725], [-1.020, 1.807, -6.295], [-2.584, 1.166, -4.499], [-1.857, 1.195, -2.147], [1.128, 3.665, 1.473], [0.041, 5.633, 2.453], [-1.948, 6.625, 1.365], [-2.848, 5.598, -0.698], [-1.766, 3.636, -1.685], [2.758, 2.223, 2.895], [1.584, 1.324, 2.705], [0.710, 1.176, 3.673], [1.426, 0.718, 1.612], [2.566, 3.002, 3.630], [3.044, 2.653, 1.936], [3.594, 1.605, 3.230], [0.775, 1.722, 4.516], [-0.062, 0.527, 3.556], [-4.936, -6.100, 3.369], [-4.228, -5.096, 2.829], [-4.781, -4.372, 1.790], [-4.045, -3.334, 1.237], [-2.776, -3.028, 1.722], [-2.248, -3.786, 2.762], [-2.971, -4.823, 3.333], [-1.603, -1.442, 0.929], [-2.207, 0.064, 2.316], [-2.484, -0.248, 3.647], [-2.765, 0.753, 4.570], [-2.774, 2.065, 4.136], [-3.040, 3.040, 5.024], [-2.525, 2.410, 2.822], [-2.233, 1.398, 1.919], [-2.877, -0.953, -0.699], [-2.606, -1.573, -1.918], [-3.396, -1.340, -3.033], [-4.452, -0.457, -2.911], [-5.204, -0.197, -3.995], [-4.753, 0.179, -1.722], [-3.963, -0.085, -0.611], [-5.768, -4.625, 1.429], [-4.472, -2.761, 0.423], [-1.259, -3.554, 3.132], [-2.580, -5.419, 4.146], [-2.497, -1.282, 3.973], [-2.994, 0.528, 5.603], [-2.557, 3.446, 2.516], [-2.029, 1.666, 0.890], [-1.767, -2.254, -2.011], [-3.199, -1.816, -3.984], [-5.597, 0.854, -1.676], [-4.207, 0.393, 0.330], [0.798, -3.645, 4.875], [1.815, -2.627, 3.795], [2.425, -1.546, 5.094], [0.867, -1.777, 2.974], [1.449, -4.092, 5.624], [0.354, -4.437, 4.276], [0.029, -3.038, 5.350], [3.036, -2.122, 5.785], [1.576, -1.094, 5.607], [3.040, -0.792, 4.608]],
  "total_charge": 1,
  "e_tot_ev": -134874.769,
  "lumo_energy_ev": -3.85,
  "homo_lumo_gap_ha": 0.2303
}